[1]
The following is a DFT calculation (wB97M-V/def2-TZVPD) of a single C3H7FS molecule in a non-equilibrium geometry.

Summary:
Energy relative to the best compared isomer or geometry (same formula, charge and spin), kJ/mol: 353.8
Gap between HOMO and LUMO, hartree: 0.36184
Highest occupied orbital energy, eV: -9.1
E, hartree: -616.408039
SMILES: C[C@@H](S)CF
Strongest force on any atom, eV/A: 6.1

Structure (ORCA input):
```
! wB97M-V def2-TZVPD RIJCOSX def2/J DEFGRID3
* xyz 0 1
C -0.78842 1.37407 0.21082
C 0.11431 0.34695 -0.30272
S 1.75498 -0.07920 -0.03498
C -0.68775 -0.93869 0.16724
F -1.97488 -0.54888 -0.11596
H -0.88422 1.45825 1.34564
H -1.99521 1.33259 0.01678
H -0.57081 2.14291 -0.65953
H 0.28260 0.10767 -1.43476
H 1.79372 -0.59186 1.41876
H -0.21649 -1.64413 -0.68187
H -0.54428 -1.29232 1.14633
*
```

***

[2]
The following is a DFT calculation (wB97M-V/def2-TZVPD) of a single C3H7I2O4P molecule in a non-equilibrium geometry.

Summary:
Gap between HOMO and LUMO, hartree: 0.36139
Highest occupied orbital energy, eV: -9.8
E, hartree: -1356.324851
SMILES: C[C@@H](I)[C@@H](I)OP(=O)(O)O
Strongest force on any atom, eV/A: 1.5

Structure (ORCA input):
```
! wB97M-V def2-TZVPD RIJCOSX def2/J DEFGRID3
* xyz 0 1
C 1.87377 -0.38495 0.13761
C 1.15909 0.79160 -0.52894
I 0.79763 0.33722 -2.58859
C -0.10146 1.25830 0.21462
I -0.21363 3.41760 0.06331
O -1.35405 0.81306 -0.26242
P -1.96237 -0.62517 0.12970
O -3.30977 -0.53215 0.67560
O -1.88295 -1.46797 -1.19860
O -0.91863 -1.33269 1.09809
H 1.42186 -1.32903 -0.15062
H 2.90492 -0.41031 -0.19556
H 1.81832 -0.31984 1.22047
H 1.84769 1.62300 -0.55746
H 0.00156 1.07389 1.27682
H -1.02751 -1.89150 -1.33147
H -1.05448 -1.02104 1.99745
*
```

***

[3]
The following is a DFT calculation (wB97M-V/def2-TZVPD) of 2 unconnected molecules or ions with the total composition C3H7IN in a non-equilibrium geometry.

Summary:
Energy relative to the best compared isomer or geometry (same formula, charge and spin), kJ/mol: 310.5
Gap between HOMO and LUMO, hartree: 0.34815
Highest occupied orbital energy, eV: -14.2
E, hartree: -470.585007
Strongest force on any atom, eV/A: 4.1

Structure (ORCA input):
```
! wB97M-V def2-TZVPD RIJCOSX def2/J DEFGRID3
* xyz 1 1
C -0.12460 -0.08549 1.41693
C -0.15587 1.17827 0.65987
C 1.00683 -0.60611 -0.80229
N 0.67221 0.04479 0.21522
I -1.46405 -1.33865 -2.27366
H 0.57548 0.14138 2.27201
H -0.90574 -0.85112 1.46233
H -0.85576 1.35566 -0.12744
H 0.20421 1.98967 1.18545
H 1.47309 -0.07292 -1.76303
H 1.11416 -1.74580 -0.78236
H -1.53994 -0.00968 -1.46304
*
```

***

What is the formula in the third record? C3H7IN